Version w
ORCA calculation (wB97M-V/def2-TZVPD) on an isolated molecule of C17H27N3O2S.

```
50
Properties=species:S:1:pos:R:3
C 0.1169 -2.9584 5.6103
C -0.6529 -3.4196 4.3004
C -2.1753 -2.9825 4.3851
N -0.0763 -2.6330 3.1571
C -0.2444 -1.1417 2.8462
C -1.0797 -0.8905 1.5823
N -0.7254 -1.7008 0.4363
C -1.3963 -1.4545 -0.6999
O -1.5014 -2.3953 -1.4659
C -1.2941 -0.1306 -1.3942
C -2.1214 0.2219 -2.3780
S -1.7332 1.8345 -3.0140
C -0.4175 2.0343 -1.8176
C 0.2238 3.3515 -1.5100
N 1.1594 3.5829 -2.6783
C 2.3175 2.6450 -2.8039
C 3.0938 3.1799 -3.9659
O 2.4064 3.2985 -5.1757
C 0.9497 3.5783 -5.1242
C 0.5191 4.2244 -3.8817
C -0.3509 0.9444 -1.0161
C 0.3043 -2.7242 0.5383
C 0.1461 -3.4993 1.9257
H -0.4530 -3.3890 6.4551
H 0.2227 -1.8240 5.6587
H 1.1504 -3.3208 5.5466
H -0.6070 -4.4725 4.0835
H -2.2899 -1.8725 4.3989
H -2.8124 -3.3235 3.5115
H -2.8037 -3.3652 5.2344
H 0.8289 -0.8264 2.6288
H -0.5763 -0.5720 3.6497
H -1.0145 0.2070 1.5143
H -2.0962 -1.2485 1.8292
H -2.8172 -0.5024 -2.8309
H -0.5762 4.0909 -1.4842
H 0.7196 3.5542 -0.5617
H 2.0017 1.5988 -3.1600
H 2.9398 2.5707 -1.9386
H 3.9279 2.4714 -4.0604
H 3.4609 4.2062 -3.7435
H 0.5487 2.5717 -5.1782
H 0.5548 4.1670 -6.0007
H 0.8206 5.2179 -3.7098
H -0.5956 4.2789 -3.7950
H 0.1444 0.8281 -0.1174
H 1.2056 -2.1203 0.4183
H 0.5190 -3.4808 -0.2925
H 0.8666 -4.2044 2.2652
H -0.7378 -4.2055 1.8223
```

Output
2S+1: 1
HOMO-LUMO gap: 0.3089 Ha
Structure (SMILES): CC(C)N1CCN(C(=O)c2csc(CN3CCOCC3)c2)CC1
Lowest unoccupied orbital energy: 0.0211 Ha

***

Version x
ORCA calculation (wB97M-V/def2-TZVPD) on an isolated molecule of C17H27N3O2S.

```
50
Properties=species:S:1:pos:R:3
C -4.2493 -1.7416 1.9320
O -4.0202 -1.1925 0.6572
C -3.6713 0.1710 0.6990
C -3.5165 0.6739 -0.7461
N -2.8220 1.9342 -0.8280
C -1.5057 2.1347 -0.5413
S -0.9751 3.6875 -0.3210
N -0.6975 1.0663 -0.4914
C 0.7120 1.1007 -0.1497
C 1.4994 0.3761 -1.2484
C 2.8554 -0.2054 -0.7992
C 3.9547 0.8558 -0.6601
C 3.6995 1.8032 0.5073
C 3.3558 1.0099 1.7641
C 2.2983 -0.0744 1.5151
C 0.8902 0.4806 1.2432
N 2.7830 -0.9278 0.4523
C 2.3258 -2.3014 0.4054
C 1.0164 -2.5863 -0.2712
C 0.7519 -3.0456 -1.5300
C -0.6587 -3.0941 -1.6537
C -1.1530 -2.6668 -0.4618
O -0.1472 -2.3635 0.3822
H -3.3513 -1.6767 2.5587
H -4.5122 -2.7860 1.7775
H -5.0727 -1.2287 2.4422
H -2.7236 0.3043 1.2460
H -4.4445 0.7507 1.2250
H -4.5017 0.7962 -1.1979
H -2.9879 -0.0912 -1.3239
H -3.3764 2.7733 -0.7432
H -1.0957 0.1469 -0.6153
H 0.9769 2.1595 -0.1248
H 1.6608 1.0586 -2.0841
H 0.8872 -0.4490 -1.6193
H 3.1748 -0.9167 -1.5712
H 4.0442 1.4173 -1.5911
H 4.8955 0.3288 -0.4880
H 2.8980 2.4972 0.2641
H 4.5954 2.4003 0.6920
H 3.0106 1.6816 2.5513
H 4.2579 0.5061 2.1178
H 2.2368 -0.6823 2.4272
H 0.6361 1.2236 2.0011
H 0.1853 -0.3474 1.3445
H 3.0918 -2.8777 -0.1267
H 2.2792 -2.6619 1.4370
H 1.4716 -3.3119 -2.2770
H -1.2213 -3.4040 -2.5104
H -2.1563 -2.5350 -0.1051
```

Output
2S+1: 1
HOMO-LUMO gap: 0.3166 Ha
Structure (SMILES): COCCNC(=S)N[C@@H]1C[C@H]2CCC[C@@H](C1)N2Cc1ccco1
Lowest unoccupied orbital energy: 0.0260 Ha

***

Most stable structure, least stable structure: version x, version w.

***

Version w
ORCA calculation (wB97M-V/def2-TZVPD) on a structure of composition C10H14N2S.

```
27
Properties=species:S:1:pos:R:3
C -1.9953 1.2959 1.4551
C 1.1306 -1.3493 2.1824
C 0.9187 -0.3755 3.0600
C 0.1461 -1.6928 1.1858
C -0.3767 0.4855 3.0801
C -0.6971 0.8199 1.6027
C 0.1099 -3.1011 0.5470
C -0.5188 1.5823 -3.2637
C 0.0989 1.2390 -1.9364
C -0.2090 2.2804 -0.8932
N -3.0264 1.7995 1.2493
N -0.8955 -0.9831 0.9021
S 0.5228 1.7863 0.7960
H 1.9885 -2.0321 2.3447
H 1.4635 -0.2427 3.9435
H -1.1951 -0.1824 3.5345
H -0.1297 1.3476 3.7082
H -0.9018 -3.1790 0.1057
H 0.2970 -3.7929 1.3631
H 1.0316 -3.3040 -0.1196
H -0.8050 2.5527 -3.1190
H 0.2116 1.3045 -4.1015
H -1.3939 1.0020 -3.5004
H 1.1650 1.0193 -1.9312
H -0.1874 0.1792 -1.5155
H 0.2452 3.2802 -1.0882
H -1.2810 2.6388 -0.6939
```

Output
2S+1: 1
HOMO-LUMO gap: 0.3278 Ha
Lowest unoccupied orbital energy: 0.0102 Ha

***

Version x
ORCA calculation (wB97M-V/def2-TZVPD) on an isolated molecule of C10H14N2S.

```
27
Properties=species:S:1:pos:R:3
C 3.7866 1.8131 0.0456
N 2.5762 1.1541 0.5220
C 2.2777 -0.1425 0.2374
S 3.1911 -1.0658 -0.8035
N 1.1672 -0.5922 0.8916
C 0.5336 -1.8717 0.5975
C -0.3888 -1.8224 -0.6236
C -1.4664 -0.7826 -0.4794
C -1.2789 0.5217 -0.9441
C -2.2489 1.5118 -0.7615
C -3.4337 1.1972 -0.1031
C -3.6470 -0.0968 0.3696
C -2.6696 -1.0718 0.1782
H 3.7518 2.8807 0.3412
H 3.8608 1.7385 -1.0512
H 4.6811 1.3456 0.4641
H 2.0991 1.5842 1.3120
H 0.5794 0.1063 1.2871
H -0.0320 -2.1621 1.4802
H 1.3225 -2.6181 0.4477
H 0.2490 -1.5828 -1.5166
H -0.8392 -2.8547 -0.7361
H -0.3720 0.7653 -1.4768
H -2.0890 2.4941 -1.1526
H -4.2083 1.9679 0.0464
H -4.5558 -0.3363 0.9023
H -2.8464 -2.0807 0.5255
```

Output
2S+1: 1
HOMO-LUMO gap: 0.3266 Ha
Structure (SMILES): CNC(=S)NCCc1ccccc1
Lowest unoccupied orbital energy: 0.0266 Ha

***

Most stable structure, least stable structure: version x, version w.

***

Version w
ORCA calculation (wB97M-V/def2-TZVPD) on a structure of composition C4H12N5S.

```
22
Properties=species:S:1:pos:R:3
C 1.7338 -0.0022 -1.4744
C 0.3516 -1.4950 1.2975
C -2.0812 0.7847 1.4329
C -0.7133 0.9789 0.6316
N 3.0520 -0.0098 -1.7275
N 0.9084 -0.3107 -2.4035
N -0.6197 -2.3205 1.1788
N 0.0436 -0.1081 0.0213
N 1.2987 0.3460 -0.2298
S 1.6078 -1.1473 2.2094
H -1.8599 0.1986 2.2643
H -2.2753 1.8387 1.7155
H -2.8469 0.2606 0.9090
H -0.7829 1.7410 -0.2411
H -0.1382 1.4853 1.3919
H 3.4848 -0.4810 -2.4639
H 3.7858 0.3076 -1.1391
H 1.2896 -0.4077 -3.3686
H -0.1203 -0.1242 -2.2306
H -1.2010 -2.0448 0.4321
H -0.6556 -3.2820 1.4035
H 2.0078 0.2131 0.5002
```

Output
2S+1: 1
HOMO-LUMO gap: 0.3559 Ha
Lowest unoccupied orbital energy: -0.1033 Ha
Charge: +1

***

Version x
ORCA calculation (wB97M-V/def2-TZVPD) on a cluster of 2 separate species, C4H12N5S in total.

```
22
Properties=species:S:1:pos:R:3
C -0.1085 -1.6765 -0.4749
C 2.3566 -1.5565 -0.0329
C -1.7023 3.7139 0.2053
C 0.0752 2.3163 -0.9180
N -1.0760 -2.2544 0.2091
N -0.6161 -3.1037 1.2389
N 0.7430 -3.2725 0.8995
N 1.0518 -2.1860 -0.0455
N -0.7780 3.3248 -0.9010
S 0.2114 1.0338 0.1098
H -0.1806 -0.7678 -1.0236
H 2.6838 -1.5739 1.0924
H 3.0373 -2.0472 -0.7758
H 2.1435 -0.5576 -0.4015
H -2.6065 4.1883 -0.1834
H -2.1036 2.7600 0.6151
H -1.2734 4.3544 0.9575
H 0.7014 2.1801 -1.8103
H 0.7678 -4.1618 0.4252
H -2.0195 -2.0376 0.2118
H -0.6257 4.0011 -1.6199
H -0.6815 -2.6772 2.2221
```

Output
2S+1: 1
HOMO-LUMO gap: 0.3257 Ha
Lowest unoccupied orbital energy: -0.1218 Ha
Charge: +1

***

Most stable structure, least stable structure: version w, version x.

***

Version w
ORCA calculation (wB97M-V/def2-TZVPD) on an isolated molecule of C6H4N2.

```
12
Properties=species:S:1:pos:R:3
N -3.2628 0.9675 -1.6371
C -2.4833 0.6408 -0.8572
C -1.6169 0.2633 0.2173
C -0.3024 0.0169 0.0814
C 0.6449 -0.2812 1.1446
C 1.8092 -0.4577 0.5214
C 1.5708 -0.1459 -0.9140
N 0.3386 0.0913 -1.1723
H -2.1180 0.2539 1.1788
H 0.3518 -0.4179 2.1961
H 2.7618 -0.7564 0.9337
H 2.3062 -0.1746 -1.6928
```

Output
2S+1: 1
HOMO-LUMO gap: 0.3239 Ha
Structure (SMILES): N#C/C=C1/C=CC=N1
Lowest unoccupied orbital energy: -0.0474 Ha

***

Version x
ORCA calculation (wB97M-V/def2-TZVPD) on an isolated molecule of C6H4N2.

```
12
Properties=species:S:1:pos:R:3
C -2.6611 -0.5836 -0.2076
C -1.7782 0.1538 -0.0038
C -0.7264 0.9398 0.0326
C 0.4423 0.1613 0.2298
C 0.7424 -1.1063 0.3043
N 2.0752 -1.2256 -0.3035
N 2.6491 0.0557 -0.1671
C 1.7247 0.9411 0.0395
H -3.4181 -1.4768 -0.5059
H -0.9305 2.1030 -0.1843
H 0.0696 -1.9378 0.9387
H 1.8111 1.9755 -0.1728
```

Output
2S+1: 1
HOMO-LUMO gap: 0.2600 Ha
Structure (SMILES): C#CC=C1C=NN=C1
Lowest unoccupied orbital energy: -0.0671 Ha

***

Most stable structure, least stable structure: version w, version x.

***

Version w
ORCA calculation (wB97M-V/def2-TZVPD) on the ion C2H6NO with charge -1.

```
10
Properties=species:S:1:pos:R:3
N -0.7710 -0.5416 1.5686
C 0.1762 -0.6086 0.3827
C 0.2886 0.7167 -0.4271
O 0.5265 0.4561 -1.7189
H -1.4618 0.1184 1.3051
H -1.3917 -1.3691 1.5327
H -0.1485 -1.3351 -0.3681
H 1.1734 -0.7945 0.7233
H 0.9270 1.5505 0.1261
H -0.7022 1.3233 -0.2818
```

Output
2S+1: 1
HOMO-LUMO gap: 0.2527 Ha
Structure (SMILES): NCC[O-]
Lowest unoccupied orbital energy: 0.1765 Ha
Charge: -1

***

Version x
ORCA calculation (wB97M-V/def2-TZVPD) on the ion C2H6NO with charge -1.

```
10
Properties=species:S:1:pos:R:3
N -0.6827 -1.2306 -0.4149
C 0.5983 -0.5145 -0.0678
C 0.1483 0.8877 0.2715
O 1.0925 1.7161 0.7234
H -1.3601 -0.7488 0.2052
H -1.0157 -0.8345 -1.2871
H 1.2687 -0.4023 -0.8631
H 0.9569 -1.0098 0.9004
H -0.5995 0.7750 1.1749
H -0.4067 1.3617 -0.6425
```

Output
2S+1: 1
HOMO-LUMO gap: 0.2581 Ha
Structure (SMILES): NCC[O-]
Lowest unoccupied orbital energy: 0.1827 Ha
Charge: -1

***

Most stable structure, least stable structure: version w, version x.

***

Version w
ORCA calculation (wB97M-V/def2-TZVPD) on an isolated molecule of C2H3F2IO.

```
9
Properties=species:S:1:pos:R:3
O 0.6796 -0.1009 -1.1423
C -0.2925 -0.3030 -0.1541
C -1.5826 -0.9426 -0.8471
F -1.8128 -0.1538 -1.9071
F -1.2598 -2.1719 -1.2172
I -3.3854 -1.0092 0.3310
H 0.4830 0.9130 -1.3822
H 0.1769 -0.9436 0.5095
H -0.5987 0.6546 0.3071
```

Output
2S+1: 1
HOMO-LUMO gap: 0.3818 Ha
Structure (SMILES): OCC(F)(F)I
Lowest unoccupied orbital energy: 0.0095 Ha

***

Version x
ORCA calculation (wB97M-V/def2-TZVPD) on a cluster of 2 separate species, C2H3F2IO in total.

```
9
Properties=species:S:1:pos:R:3
C -1.2602 0.4258 -0.3488
C 1.2615 -0.3498 -0.0307
O -1.6268 0.2564 0.9853
F 2.1073 0.5593 -0.6303
F 1.3850 -0.3767 1.3219
I 1.7689 -2.2363 -0.9010
H -1.6676 -0.3880 -1.0829
H -1.0104 1.4205 -0.8584
H -0.9576 0.6887 1.5448
```

Output
2S+1: 1
HOMO-LUMO gap (spin up / spin down): 0.3230 / 0.2756 Ha
Lowest unoccupied orbital energy (spin up / spin down): -0.0018 / -0.0324 Ha

***

Most stable structure, least stable structure: version w, version x.

***

Version w
ORCA calculation (wB97M-V/def2-TZVPD) on the ion C5H9IN with charge +1.

```
16
Properties=species:S:1:pos:R:3
C 0.5340 0.8102 0.6459
C -0.1428 0.2633 -1.7667
C 0.0309 -0.7106 0.8765
C 0.4888 1.1875 -0.8066
C -1.5602 -0.2796 -1.1580
N -1.2743 -0.9895 0.0508
I -3.2853 1.0200 -0.9036
H -0.1099 1.6119 1.1564
H 1.6063 0.8282 1.0598
H -0.2110 0.7374 -2.6767
H 0.5492 -0.6175 -2.0861
H 0.6558 -1.4231 0.4700
H -0.1666 -0.8578 1.9193
H 0.3850 2.2945 -0.9164
H -1.0278 -1.9770 -0.0289
H -2.1446 -0.9952 0.6490
```

Output
2S+1: 1
HOMO-LUMO gap (spin up / spin down): 0.2564 / 0.3265 Ha
Lowest unoccupied orbital energy (spin up / spin down): -0.1957 / -0.1508 Ha
Charge: +1

***

Version x
ORCA calculation (wB97M-V/def2-TZVPD) on the ion C5H9IN with charge +1.

```
16
Properties=species:S:1:pos:R:3
C -1.1915 -0.0108 -1.6553
C -0.9654 1.4189 1.2167
C -0.1576 -0.8209 -1.0000
C -0.3518 -0.9685 0.4217
C 1.3829 0.8335 0.6201
N 0.0578 0.3375 1.1787
I -1.7903 1.6552 -0.6578
H -1.1453 0.2428 -2.6751
H -0.6310 -1.8773 -1.2252
H 0.8197 -0.9811 -1.3805
H -1.4032 -0.9573 0.7650
H 0.2293 -1.8849 0.8149
H 1.6648 1.7019 1.2184
H 2.1417 -0.0154 0.5002
H 1.1134 1.1843 -0.3065
H 0.2263 0.1422 2.1645
```

Output
2S+1: 1
HOMO-LUMO gap (spin up / spin down): 0.3192 / 0.2675 Ha
Lowest unoccupied orbital energy (spin up / spin down): -0.1542 / -0.1863 Ha
Charge: +1

***

Most stable structure, least stable structure: version w, version x.